Entry 1:
89
Properties=species:S:1:pos:R:3:forces:R:3 method="wB97M-V/def2-TZVPD" homo_energy_ev=-8.70 multiplicity=1 energy_ev=-70793.533 smiles="CC(=O)OCCCCCc1cnc2ccccc2n1.CCOP(=O)(OCC)OCC.CCOP(=O)(OCC)OCC" lumo_energy_ev=-1.635 orbital_gap_ev=7.06
C 4.511616 -0.857792 2.151993 -1.146 0.201 -0.473
C 4.905867 -0.137249 0.708699 5.770 -2.260 -1.679
O 6.078433 -0.543903 0.163374 -7.724 3.218 3.069
O 4.028461 0.839072 0.034348 2.148 -1.125 2.085
C 4.450190 2.228452 0.290637 0.959 1.531 -0.351
C 4.103330 3.179307 -1.033048 -0.486 0.275 0.110
C 2.461654 3.198696 -1.350520 1.521 -0.211 0.339
C 1.791747 4.110145 -0.165044 -0.356 0.820 -1.028
C 0.330827 3.601604 0.371497 -0.199 -0.662 1.477
C 0.225342 1.980479 0.660598 -0.909 -3.041 -0.254
C 1.241047 1.250501 1.703930 -1.043 -1.835 -0.664
N 1.294749 -0.211368 2.055070 -4.375 4.314 -4.685
C 0.229844 -0.913250 1.261695 -0.765 -1.868 -0.326
C 0.140815 -2.571947 1.452202 -2.845 0.002 -2.596
C -0.947079 -3.526303 0.655592 1.126 4.410 0.510
C -2.041627 -2.812172 -0.355553 2.563 3.262 1.574
C -1.972011 -1.176938 -0.560324 1.414 -3.292 1.733
C -0.843258 -0.246170 0.238997 0.114 -0.191 -0.139
N -0.850788 1.223735 -0.065720 4.674 -1.691 3.886
H 3.999772 -0.103396 2.908187 1.101 -1.538 -1.748
H 3.706754 -1.681712 1.897721 1.490 1.774 0.462
H 5.409211 -1.415767 2.660647 -1.513 1.468 -1.435
H 5.606167 2.244792 0.477321 -2.125 -0.015 -0.472
H 3.951041 2.685068 1.274394 0.807 -1.167 -2.155
H 4.452758 4.296254 -0.797639 -0.727 -2.444 -0.331
H 4.682996 2.860470 -1.998839 -0.978 0.247 2.051
H 2.135038 2.075801 -1.366324 0.308 2.153 0.263
H 2.293664 3.620866 -2.440371 0.225 -0.683 2.381
H 2.582547 4.304217 0.705716 -1.941 -0.739 -1.760
H 1.609997 5.187982 -0.645678 0.359 -2.270 1.160
H -0.581067 3.896763 -0.300384 1.973 -0.693 1.043
H 0.149643 4.133474 1.423312 0.306 -1.130 -2.197
H 2.046038 1.951362 2.239012 -1.978 -1.821 -1.241
H 0.894502 -3.109013 2.168455 -1.567 1.306 -1.506
H -0.910436 -4.701397 0.861534 -0.178 2.992 -0.609
H -2.860414 -3.467073 -0.923816 2.076 1.727 1.387
H -2.765850 -0.698192 -1.313572 2.151 -0.932 1.992
C 4.453776 -2.963484 -0.916686 -0.045 0.007 0.037
C 4.475934 -4.174611 -1.825373 0.160 -0.200 0.524
O 3.284610 -4.247515 -2.596935 0.619 1.270 0.122
P 3.243380 -3.675835 -4.158754 -2.474 -8.612 3.476
O 4.574577 -4.345406 -4.579257 -0.408 4.437 -1.179
O 2.262265 -4.864430 -4.780382 -0.160 1.682 -0.548
C 2.645699 -5.566344 -5.951575 0.224 -0.425 -0.247
C 3.238351 -6.913048 -5.574759 0.090 -0.168 0.198
O 1.755961 -2.927687 -3.688903 2.162 1.607 -2.319
C 1.790651 -1.745549 -2.913091 -0.228 0.483 0.379
C 2.626689 -0.655478 -3.550073 -0.163 0.145 -0.094
H 4.465776 -2.041610 -1.504531 0.112 -0.007 0.061
H 5.324460 -2.959464 -0.255551 -0.065 0.045 -0.120
H 3.547427 -2.952226 -0.303001 0.039 -0.075 -0.019
H 5.374826 -4.158584 -2.442782 -0.146 -0.058 -0.152
H 4.517032 -5.082542 -1.217198 -0.082 -0.035 -0.094
H 3.338105 -4.974695 -6.559275 0.008 -0.169 0.160
H 1.746231 -5.722135 -6.554953 -0.042 0.098 0.139
H 4.070115 -6.809127 -4.869680 -0.075 0.153 -0.232
H 3.598924 -7.441062 -6.461184 -0.052 0.014 0.036
H 2.485802 -7.534171 -5.077017 0.025 0.091 -0.153
H 2.130136 -1.975406 -1.902429 0.146 -0.063 0.016
H 0.757208 -1.394018 -2.820505 0.027 -0.209 -0.123
H 3.670298 -0.964551 -3.656360 0.142 -0.030 0.125
H 2.596156 0.252937 -2.940703 0.104 -0.096 -0.071
H 2.254850 -0.421181 -4.551666 -0.036 -0.002 0.101
C -4.980936 1.320482 5.548922 0.179 0.055 0.079
C -6.281178 1.635389 4.839532 -0.197 -0.074 0.518
O -6.114880 2.725653 3.943126 1.034 -1.031 0.075
P -5.851682 2.464194 2.321348 -6.641 5.428 4.268
O -6.969613 1.402914 2.175926 4.060 -1.173 -1.841
O -6.764140 3.736232 1.763582 1.558 -0.472 -0.781
C -7.750625 3.524086 0.766969 -0.530 -0.088 -0.167
C -9.123669 3.438504 1.410601 -0.147 -0.011 0.232
O -4.602556 3.650020 2.483835 0.430 -2.707 -2.195
C -3.371215 3.281738 3.074349 0.526 0.003 0.275
C -2.732793 2.089169 2.393793 0.051 0.228 -0.119
H -4.231801 0.962498 4.837444 -0.001 -0.077 0.035
H -5.130798 0.546872 6.306731 0.013 0.044 -0.063
H -4.574977 2.213392 6.034838 -0.098 -0.112 0.002
H -6.660039 0.740210 4.344985 -0.048 0.151 -0.169
H -7.030301 1.940243 5.575591 -0.003 0.077 -0.098
H -7.526402 2.633577 0.170736 -0.128 0.061 0.183
H -7.722743 4.379082 0.084631 0.132 0.015 0.120
H -9.160250 2.671615 2.191826 0.121 0.004 -0.259
H -9.889364 3.210649 0.664709 0.038 0.046 0.027
H -9.376386 4.387525 1.895744 0.049 -0.068 -0.162
H -3.509129 3.110243 4.142569 -0.127 -0.099 0.038
H -2.702496 4.144624 2.982738 -0.228 0.035 -0.119
H -3.367607 1.201702 2.466967 -0.068 -0.124 0.129
H -1.766234 1.860922 2.853300 -0.095 -0.084 -0.092
H -2.578947 2.290289 1.329729 0.006 -0.003 0.185

***

Entry 2:
99
Properties=species:S:1:pos:R:3:forces:R:3 method="wB97M-V/def2-TZVPD" homo_energy_ev=-11.10 multiplicity=1 energy_ev=-82923.267 total_charge=+1 lumo_energy_ev=-3.038 orbital_gap_ev=8.06
C 2.424325 1.501839 0.395586 0.710 -0.529 -0.546
O 2.037486 0.160221 0.061722 -0.315 0.560 0.610
C 0.985543 -0.371804 0.841274 -0.279 -0.185 -1.107
C -0.120878 -0.895141 -0.111111 0.312 -0.541 0.288
C -0.420816 -2.394101 0.088399 -0.365 0.312 0.231
C -1.626521 -2.698535 0.978605 0.978 0.266 0.476
N -2.762822 -1.771193 0.799290 0.076 -1.826 -0.004
C -3.876382 -2.212369 1.762325 0.370 1.257 0.278
C -4.389323 -1.049670 2.585111 -0.970 -0.332 -0.242
C -5.451711 -0.181403 1.875478 0.181 0.667 0.767
C -5.049170 1.277977 1.970488 0.440 -0.466 0.116
O -3.852231 1.427121 1.161469 -0.591 -0.235 -0.671
C -3.872784 2.543117 0.359615 1.011 -2.052 -0.711
C -3.659971 2.240338 -1.090546 0.016 -0.054 0.298
O -4.027217 3.608914 0.793685 -0.781 2.914 1.174
C -3.321171 -1.891898 -0.444656 0.678 -0.309 0.722
N -3.940832 -0.827690 -0.851351 -0.853 0.663 -0.703
N -3.240001 -3.068365 -1.170121 -0.274 1.506 -0.451
P -2.829997 -2.887013 -2.902996 -1.085 -1.520 -1.482
N -2.112462 -1.325529 -3.070024 0.056 -0.363 0.412
O -1.529550 -3.863387 -3.070689 0.065 1.345 0.384
H 3.499487 1.514242 0.497093 0.251 0.020 0.031
H 2.019166 1.856170 1.337678 -0.373 0.036 -0.005
H 2.191019 2.145859 -0.450171 -0.288 0.285 0.167
H 1.403663 -1.186705 1.433851 -0.148 -0.073 0.264
H 0.517164 0.368112 1.487212 0.350 0.188 0.267
H -0.996647 -0.263423 0.018160 -0.237 -0.126 -0.046
H 0.195599 -0.770601 -1.138520 0.301 0.251 -0.122
H 0.438067 -2.828154 0.589788 0.167 -0.230 0.014
H -0.501424 -2.938462 -0.846750 -0.177 0.105 -0.202
H -1.908245 -3.745584 0.898035 -0.276 -0.103 -0.243
H -1.299685 -2.573490 2.008414 -0.117 0.229 0.212
H -4.663528 -2.714206 1.211885 -0.274 -0.114 -0.024
H -3.444292 -2.945262 2.426387 0.298 -0.257 -0.019
H -3.576389 -0.428702 2.938073 0.354 0.017 -0.093
H -4.853237 -1.469782 3.475252 -0.019 -0.110 0.146
H -5.628656 -0.460297 0.843853 0.000 -0.065 -0.115
H -6.408937 -0.246555 2.385974 -0.169 -0.259 0.074
H -4.781158 1.512527 2.996763 -0.094 0.167 0.145
H -5.839875 1.950833 1.655427 0.056 0.198 -0.227
H -3.691640 3.174649 -1.627667 -0.029 0.065 -0.319
H -2.709179 1.743026 -1.263399 0.229 -0.042 0.000
H -4.467010 1.583488 -1.401460 -0.127 0.205 -0.400
H -4.773262 -0.859421 -1.426491 0.397 -0.175 -0.613
H -3.660824 0.097149 -0.537813 -0.264 -0.385 0.887
H -4.174853 -3.500766 -1.142239 0.458 -0.543 0.100
H -2.854826 -0.632776 -3.090157 0.046 0.153 0.090
H -1.749605 -1.312089 -4.022338 0.220 -0.034 0.062
H -0.735506 -3.355265 -2.822034 0.139 -0.466 -0.024
C 8.019927 2.368939 1.087273 0.093 -0.119 0.056
C 7.367264 1.286502 0.263931 0.277 -0.026 -0.033
O 5.973688 1.629581 0.352617 -0.017 0.195 0.177
C 5.890680 2.952712 0.621997 0.171 0.057 0.017
O 4.878170 3.582640 0.590369 -0.040 0.011 -0.008
O 7.102521 3.464942 0.933063 -0.270 -0.188 -0.055
H 9.006325 2.634927 0.730228 -0.061 0.164 -0.034
H 8.085511 2.110589 2.145529 -0.044 0.062 0.002
H 7.669976 1.309070 -0.780363 -0.036 0.092 0.224
H 7.547572 0.289800 0.659683 -0.227 -0.019 0.007
C -8.482681 3.141611 -3.631913 -0.301 0.108 -0.025
C -7.780792 3.606374 -2.377024 -0.177 0.273 0.130
O -6.702805 2.667104 -2.266666 -0.010 -0.100 -0.134
C -6.457476 2.167349 -3.504010 -0.193 0.086 -0.122
O -5.517199 1.486413 -3.772084 0.105 -0.172 0.117
O -7.416649 2.537741 -4.376528 0.219 -0.045 0.259
H -8.932618 3.955998 -4.193082 0.145 -0.055 -0.156
H -9.243106 2.384825 -3.432285 0.051 -0.025 0.005
H -7.363790 4.609570 -2.475064 0.037 -0.035 -0.036
H -8.416918 3.572400 -1.496339 0.139 -0.150 0.067
C 4.908357 0.972534 -3.624504 -0.256 0.178 -0.087
C 4.993633 -0.473102 -4.055982 -0.216 -0.131 -0.139
O 6.370626 -0.783806 -3.828151 -0.025 0.178 0.141
C 6.839496 0.075546 -2.889286 0.037 -0.054 -0.077
O 7.895538 -0.017790 -2.351728 -0.018 -0.190 -0.309
O 5.940236 1.059215 -2.641535 0.107 -0.158 -0.126
H 3.943750 1.232532 -3.194831 0.113 0.028 0.193
H 5.135498 1.666465 -4.436017 0.043 -0.032 -0.002
H 4.377811 -1.130728 -3.439035 0.030 0.035 0.047
H 4.732828 -0.619956 -5.101384 0.205 -0.061 -0.024
C 11.890130 4.921819 3.784533 0.129 0.229 0.149
C 10.537940 4.415722 4.227813 -0.158 0.119 0.275
O 10.068306 3.725564 3.065893 0.352 -0.026 -0.103
C 11.157589 3.364810 2.331679 0.064 0.058 0.081
O 11.128597 2.635140 1.395572 0.021 -0.045 -0.018
O 12.279517 3.948479 2.812697 -0.214 -0.042 0.016
H 12.612853 4.967719 4.595190 0.103 -0.141 -0.106
H 11.834592 5.898880 3.301523 -0.037 -0.026 -0.027
H 10.605603 3.706697 5.055039 0.039 -0.022 -0.037
H 9.855501 5.216293 4.502131 -0.117 -0.067 -0.159
C -5.264167 -6.792678 2.727832 -0.077 -0.191 0.296
C -4.488499 -7.639774 1.747348 0.110 -0.294 0.157
O -4.728305 -6.963599 0.504991 -0.042 0.214 0.065
C -5.036905 -5.687285 0.781867 -0.009 -0.168 -0.047
O -5.129170 -4.822749 -0.040141 -0.117 0.103 0.088
O -5.229863 -5.499106 2.103890 0.060 0.016 -0.197
H -4.809757 -6.759199 3.714293 0.031 0.220 -0.042
H -6.303796 -7.106885 2.826013 -0.003 0.035 -0.065
H -3.415750 -7.638671 1.945996 -0.009 0.057 -0.031
H -4.838699 -8.667113 1.702602 -0.059 0.048 -0.217

***

Entry 3:
89
Properties=species:S:1:pos:R:3:forces:R:3 method="wB97M-V/def2-TZVPD" homo_energy_ev="-5.17 / -4.93" multiplicity=1 energy_ev=-210823.163 lumo_energy_ev="0.469 / 0.417" orbital_gap_ev="5.64 / 5.34"
W 0.002959 -0.317264 0.725136 0.615 -1.200 0.809
O 3.369839 -1.360300 -3.631718 -0.038 -0.178 0.150
C 4.003215 -0.102233 -3.666416 0.106 0.243 0.064
C 4.131625 0.517149 -2.257608 -0.405 -0.291 -0.274
C 5.066088 1.733655 -2.382774 0.010 -0.094 0.027
O 4.566181 2.767412 -3.215027 -0.020 0.057 -0.002
C 4.760014 -0.478009 -1.279953 -0.104 -0.187 0.032
Se 3.423948 -1.632310 -0.385796 0.569 0.018 0.032
C 2.800917 1.005993 -1.679388 -0.077 0.125 0.019
Se 1.516361 -0.453315 -1.283459 -0.208 0.009 0.095
H 3.465745 -1.799168 -4.481512 0.002 0.094 -0.015
H 3.440649 0.583226 -4.316534 0.010 0.029 0.055
H 5.017972 -0.206569 -4.076642 0.013 0.063 0.022
H 6.051468 1.393254 -2.727062 -0.007 0.034 0.022
H 5.190658 2.186383 -1.397949 0.016 -0.026 0.000
H 4.554589 2.468878 -4.128556 0.044 -0.014 -0.010
H 5.255689 0.060872 -0.471780 0.047 0.014 -0.037
H 5.489438 -1.113829 -1.783169 -0.023 -0.002 -0.002
H 2.311224 1.704674 -2.357133 -0.044 0.022 0.033
H 2.994332 1.500821 -0.726442 0.013 0.010 -0.029
O 1.150425 -2.248492 0.997888 0.075 0.336 -0.240
N 0.677789 -3.411170 1.377278 -0.396 0.009 0.264
C 1.390753 -4.527486 1.126633 0.206 -0.096 -0.059
C 0.908895 -5.757466 1.483451 -0.007 -0.036 0.009
C -0.328956 -5.844296 2.128343 -0.081 0.179 0.064
C -1.035057 -4.692176 2.383338 0.073 -0.235 -0.029
C -0.532569 -3.446357 1.991221 0.094 0.353 0.020
S -1.347961 -1.964014 2.200525 -0.015 0.233 0.033
H 2.339030 -4.355089 0.638681 -0.034 0.023 -0.043
H 1.485149 -6.641619 1.255912 0.058 0.035 0.009
H -0.724890 -6.804331 2.429457 -0.009 -0.009 -0.023
H -1.995967 -4.702324 2.877040 -0.003 -0.040 -0.003
C -3.821891 -0.419540 3.179203 0.123 -0.078 -0.299
Si -3.223514 0.827639 1.879968 0.094 0.391 0.267
C -4.860598 1.646421 1.362899 0.217 -0.080 -0.096
C -2.225320 2.109508 2.873515 -0.152 0.014 -0.062
C -2.118191 0.394333 0.400700 -0.054 -0.597 -0.201
C -1.603857 1.695053 -0.077406 -0.189 -0.113 0.133
C -2.244211 2.782524 -0.644611 0.119 0.251 -0.091
C -1.498127 3.892805 -1.018266 -0.076 -0.089 0.047
C -0.124045 3.869869 -0.801393 -0.051 -0.017 0.016
C 0.454745 2.757929 -0.224303 0.094 0.110 0.044
N -0.266227 1.678093 0.130121 -0.110 0.788 -0.324
Si -2.643023 -0.704768 -1.045601 -0.012 0.244 -0.416
C -1.889577 -2.451290 -1.069637 -0.164 0.191 0.181
C -4.526646 -0.877832 -1.172389 0.223 -0.037 0.049
C -2.034423 0.110092 -2.650805 -0.206 -0.044 0.193
H -4.669266 0.031315 3.702920 0.013 0.108 -0.049
H -3.047600 -0.643851 3.911814 0.001 -0.021 0.004
H -4.154382 -1.365947 2.752392 -0.033 -0.007 0.012
H -5.238577 2.231505 2.205168 -0.007 -0.017 0.035
H -5.610107 0.889188 1.122462 0.004 -0.008 -0.012
H -4.776339 2.317407 0.508597 -0.046 0.001 0.038
H -2.612546 2.209849 3.891149 -0.037 -0.014 -0.001
H -2.241395 3.099105 2.408501 -0.015 -0.009 -0.027
H -1.183357 1.785130 2.932417 0.029 -0.053 -0.002
H -3.311967 2.746811 -0.807111 0.037 -0.018 -0.019
H -1.974921 4.755888 -1.463681 0.008 -0.013 -0.037
H 0.498820 4.704662 -1.093682 0.030 0.001 0.050
H 1.517226 2.713066 -0.040690 -0.024 -0.050 0.018
H -2.244572 -3.067560 -0.243444 0.002 0.003 0.013
H -0.795502 -2.409607 -1.014981 0.011 -0.059 -0.007
H -2.149875 -2.958072 -2.002980 -0.013 0.127 -0.079
H -4.950716 -1.346394 -0.280739 -0.001 -0.003 0.018
H -4.806565 -1.486074 -2.035940 0.022 -0.025 -0.001
H -4.995572 0.101947 -1.288733 0.017 0.015 0.019
H -0.950576 0.238448 -2.623327 0.002 0.018 -0.009
H -2.484351 1.093878 -2.794740 -0.017 -0.005 -0.043
H -2.275228 -0.499195 -3.525014 -0.018 -0.065 0.033
C 0.603902 3.499986 4.644574 0.059 0.160 0.189
N 1.567037 2.877615 3.741545 -0.348 -0.378 -0.528
C 1.978296 3.751182 2.657939 0.104 0.152 -0.031
C 1.569856 1.526229 3.581400 -0.054 0.439 0.818
S 1.994413 0.782370 2.112653 -0.154 -0.366 -0.503
N 1.337536 0.843811 4.740000 0.402 -0.128 -0.522
C 1.137528 -0.589905 4.678307 -0.048 -0.222 0.026
C 2.026563 1.274805 5.949583 -0.102 0.162 0.268
H -0.167146 4.006152 4.059140 0.035 -0.009 -0.044
H 1.098608 4.236218 5.282381 -0.020 -0.012 0.012
H 0.127032 2.747733 5.263886 -0.051 0.076 -0.039
H 2.299665 4.702231 3.086111 -0.037 -0.017 0.038
H 1.157184 3.934142 1.961607 -0.010 0.004 0.026
H 2.807572 3.309835 2.114446 -0.003 -0.014 0.004
H 0.513782 -0.825661 3.827163 -0.109 -0.125 -0.134
H 0.627891 -0.910288 5.588484 0.027 0.049 0.005
H 2.082518 -1.136469 4.583742 0.010 0.087 -0.007
H 2.298138 2.324671 5.887692 0.028 -0.139 0.081
H 2.940943 0.689164 6.089893 -0.045 -0.060 -0.059
H 1.383753 1.122923 6.818117 0.017 0.024 0.011